Here is a cluster of 9 separate species, C36H96N6O15 in total from the Open Molecules 2025 dataset. Energies are from ωB97M-V/def2-TZVPD.

Summary:
**Electronic energy**: -78529.2621 eV
**HOMO-LUMO gap**: 0.3147 hartree
**SMILES**: COCCNCCOC.COCCNCCOC.COCCNCCOC.COCCNCCOC.COCCNCCOC.COCCNCCOC.O.O.O
**LUMO level**: 0.16 eV
**HOMO level**: -0.309 Ha
**Energy above the lowest of the compared OMol25 structures with the same formula, charge and spin**: 136.2 kcal per mole

```
! wB97M-V def2-TZVPD RIJCOSX def2/J DEFGRID3
* xyz 0 1
C 10.665 -30.707 6.082
O 9.487 -29.954 6.121
C 9.044 -29.684 4.786
C 7.657 -29.207 4.807
N 7.057 -28.867 3.474
C 7.777 -27.844 2.633
C 6.758 -27.119 1.715
O 5.699 -26.495 2.457
C 4.772 -25.646 1.814
H 10.822 -31.349 5.215
H 10.699 -31.426 6.900
H 11.526 -30.041 6.151
H 9.003 -30.638 4.261
H 9.681 -29.070 4.150
H 7.551 -28.317 5.427
H 7.106 -30.032 5.257
H 6.141 -28.476 3.643
H 8.510 -28.315 1.978
H 8.296 -27.152 3.297
H 6.390 -27.785 0.935
H 7.287 -26.344 1.161
H 3.921 -25.447 2.465
H 4.360 -26.138 0.933
H 5.194 -24.699 1.478
C 7.559 -28.333 -16.432
O 7.166 -29.386 -15.588
C 5.949 -30.026 -15.925
C 4.670 -29.147 -16.014
N 4.259 -28.532 -14.826
C 3.266 -27.476 -14.851
C 3.154 -26.819 -13.395
O 4.336 -26.063 -13.096
C 4.521 -26.093 -11.717
H 6.719 -27.646 -16.537
H 7.818 -28.730 -17.414
H 8.411 -27.912 -15.898
H 5.818 -30.844 -15.216
H 6.027 -30.578 -16.861
H 3.810 -29.592 -16.515
H 4.976 -28.363 -16.707
H 5.064 -28.241 -14.290
H 2.256 -27.780 -15.128
H 3.648 -26.760 -15.580
H 2.868 -27.602 -12.692
H 2.386 -26.046 -13.388
H 5.027 -26.989 -11.356
H 3.559 -25.970 -11.220
H 5.101 -25.227 -11.397
C 19.708 -28.205 -8.025
O 18.404 -28.648 -7.893
C 17.544 -28.416 -8.986
C 16.087 -28.588 -8.460
N 15.610 -27.312 -7.866
C 14.362 -27.475 -7.090
C 14.149 -26.173 -6.286
O 13.054 -26.339 -5.431
C 11.745 -26.246 -6.045
H 20.416 -28.774 -7.422
H 19.621 -27.122 -7.932
H 20.054 -28.309 -9.054
H 17.748 -29.211 -9.703
H 17.702 -27.472 -9.508
H 16.120 -29.485 -7.842
H 15.440 -28.894 -9.282
H 16.252 -26.890 -7.210
H 14.493 -28.318 -6.412
H 13.501 -27.488 -7.758
H 14.082 -25.361 -7.010
H 15.056 -26.028 -5.699
H 11.825 -25.435 -6.769
H 11.052 -25.866 -5.294
H 11.390 -27.118 -6.594
C 8.777 -19.918 -1.192
O 10.092 -20.369 -0.961
C 10.074 -21.689 -0.471
C 11.527 -22.098 -0.366
N 11.608 -23.435 0.057
C 12.951 -23.936 0.460
C 12.983 -25.524 0.593
O 14.166 -26.128 1.083
C 14.422 -25.876 2.444
H 8.767 -18.999 -1.778
H 8.244 -19.649 -0.280
H 8.201 -20.551 -1.867
H 9.550 -22.356 -1.156
H 9.639 -21.648 0.528
H 12.101 -21.419 0.265
H 11.879 -22.111 -1.397
H 11.353 -23.953 -0.771
H 13.282 -23.420 1.361
H 13.711 -23.682 -0.279
H 12.920 -25.795 -0.461
H 12.098 -25.852 1.138
H 15.209 -26.566 2.748
H 13.603 -26.116 3.121
H 14.983 -24.953 2.588
C -3.411 -24.048 2.488
O -3.515 -24.814 1.285
C -3.284 -24.004 0.114
C -3.719 -24.771 -1.082
N -2.810 -25.829 -1.518
C -1.668 -25.453 -2.373
C -0.738 -26.732 -2.680
O 0.395 -26.246 -3.451
C 1.375 -27.202 -3.791
H -4.169 -23.284 2.314
H -2.469 -23.499 2.470
H -3.531 -24.625 3.405
H -2.230 -23.727 0.112
H -3.807 -23.048 0.093
H -4.017 -24.106 -1.893
H -4.634 -25.299 -0.811
H -2.467 -26.327 -0.709
H -1.142 -24.735 -1.744
H -2.033 -24.914 -3.247
H -1.286 -27.483 -3.248
H -0.435 -27.201 -1.744
H 2.227 -26.618 -4.140
H 0.973 -27.888 -4.537
H 1.751 -27.762 -2.935
C 2.051 -15.291 -6.417
O 0.859 -14.905 -5.833
C 1.130 -14.699 -4.453
C -0.133 -14.155 -3.741
N -1.303 -15.072 -3.783
C -2.028 -15.120 -5.060
C -2.316 -13.702 -5.678
O -2.938 -12.892 -4.614
C -3.083 -11.546 -4.968
H 2.904 -14.643 -6.217
H 1.861 -15.147 -7.480
H 2.359 -16.326 -6.269
H 1.960 -13.995 -4.394
H 1.440 -15.617 -3.953
H -0.415 -13.172 -4.118
H -0.052 -13.988 -2.667
H -2.038 -14.830 -3.135
H -2.990 -15.617 -4.933
H -1.629 -15.792 -5.820
H -2.891 -13.723 -6.604
H -1.391 -13.219 -5.992
H -2.081 -11.135 -5.093
H -3.586 -10.908 -4.242
H -3.599 -11.418 -5.920
O 0.843 -19.791 -5.910
H 0.897 -19.628 -6.852
H 0.387 -19.026 -5.560
O 0.136 -19.544 -1.368
H -0.027 -18.707 -1.803
H 0.523 -20.096 -2.048
O 4.008 -22.827 -4.965
H 3.489 -23.626 -4.875
H 3.363 -22.140 -5.134
*
```